Entry 1:
DFT (ωB97M-V/def2-TZVPD) results for a cluster of 5 separate species, C7H25NO4 in total at a distorted geometry.

Calculated values
**ΔE to the lowest compared entry with this formula, charge and spin**: 58.9 kcal/mol
**E_HOMO**: -8.2 eV

Structure (XYZ):
```
37
Properties=species:S:1:pos:R:3:forces:R:3:nbo_charge:R:1
C 1.732 1.760 2.577 -2.835 -0.285 1.023 -0.617
C 0.971 0.434 2.705 -0.889 -0.166 -1.312 -0.394
C 0.200 0.095 1.363 -0.705 0.008 0.470 -0.423
C -0.403 1.237 0.456 1.439 -1.519 0.825 -0.222
N -0.428 0.825 -0.954 -0.179 1.277 0.593 -0.494
C 0.767 1.230 -1.660 0.068 -1.419 -1.210 -0.401
C -0.969 -0.470 -1.316 -0.987 -0.867 -0.602 -0.215
C -2.559 -0.485 -1.295 2.044 0.810 -0.232 -0.629
H 0.940 2.485 2.881 0.988 0.224 -0.404 0.205
H 2.534 1.794 3.294 0.587 0.259 -0.273 0.222
H 1.910 1.856 1.518 1.047 0.517 -0.032 0.204
H 0.289 0.359 3.571 0.683 0.062 -0.177 0.200
H 1.707 -0.346 2.639 0.274 -0.604 1.180 0.194
H 0.999 -0.440 0.849 -0.279 0.246 -0.920 0.173
H -0.597 -0.670 1.516 0.493 0.490 0.131 0.203
H -1.360 1.569 0.838 -0.462 -0.174 -0.008 0.192
H 0.281 2.081 0.609 -0.454 0.013 -0.669 0.203
H 1.503 0.401 -1.739 0.191 0.578 0.714 0.159
H 0.504 1.325 -2.716 -0.051 0.570 -0.086 0.195
H 1.177 2.165 -1.289 0.020 -0.131 -0.058 0.213
H -0.607 -0.725 -2.346 -0.291 0.427 0.759 0.191
H -0.656 -1.348 -0.729 0.265 0.709 0.194 0.197
H -2.886 -1.452 -0.957 -0.337 -0.409 -0.066 0.215
H -2.812 0.261 -0.519 -0.501 -0.213 -0.759 0.207
H -2.882 -0.272 -2.337 -0.391 0.173 1.010 0.207
O -0.981 -3.667 -1.230 0.158 -0.130 0.116 -0.946
H -0.054 -3.393 -1.306 -0.232 0.004 -0.123 0.487
H -1.416 -3.386 -2.040 0.145 0.018 -0.036 0.465
O 0.402 -2.976 2.651 -0.420 1.590 0.011 -0.911
H 0.617 -2.393 1.907 0.305 -0.752 -0.364 0.456
H -0.083 -2.273 3.131 0.109 -0.959 0.396 0.460
O 1.730 -1.952 -1.243 0.877 0.165 0.500 -0.940
H 2.424 -1.643 -1.840 -0.224 -0.212 -0.323 0.477
H 2.138 -1.714 -0.390 -0.467 -0.300 -0.233 0.472
O -1.128 3.621 -2.181 -1.011 -1.102 -0.016 -0.931
H -1.431 2.969 -1.523 0.654 0.393 0.623 0.471
H -1.575 3.139 -2.896 0.370 0.710 -0.639 0.459
```
Positions in Å, forces in eV/Å.

=====

Entry 2:
DFT (ωB97M-V/def2-TZVPD) results for a cluster of 6 separate species, C7H26N10O6 in total at a distorted geometry.

Calculated values
**ΔE to the lowest compared entry with this formula, charge and spin**: 108.3 kcal/mol
**E_HOMO**: -9.2 eV

Structure (XYZ):
```
49
Properties=species:S:1:pos:R:3:forces:R:3:nbo_charge:R:1
N 6.886 -0.340 -5.253 -0.684 5.690 -3.823 -0.805
C 7.146 -1.318 -4.491 4.063 -1.793 0.768 0.732
N 6.149 -1.864 -3.889 -2.776 -2.639 2.153 -0.830
O 8.304 -1.735 -4.378 0.153 -0.306 0.192 -0.704
H 7.676 0.240 -5.496 -0.179 -0.210 -0.194 0.402
H 5.981 0.043 -5.487 0.080 -0.371 0.331 0.392
H 6.488 -2.716 -3.464 -0.872 0.083 0.603 0.411
H 5.331 -1.351 -3.594 0.157 -0.431 -0.022 0.402
N -0.111 -0.072 -2.291 -1.694 -0.992 5.076 -0.809
C 0.481 -0.016 -3.435 3.593 4.794 -1.405 0.737
N -0.262 -0.365 -4.428 -2.377 -2.222 -3.957 -0.811
O 1.506 0.673 -3.673 -0.193 -1.528 0.933 -0.710
H -0.904 -0.675 -2.124 0.143 0.090 -0.233 0.385
H 0.265 0.318 -1.438 0.410 -0.023 -0.530 0.412
H -1.223 -0.656 -4.318 0.301 0.038 -0.149 0.386
H 0.075 -0.123 -5.349 -0.146 -0.185 0.268 0.411
N -0.388 -3.066 3.440 3.529 3.262 2.949 -0.830
C -0.734 -4.123 2.810 -3.039 -3.145 -1.154 0.744
N -1.920 -4.026 2.238 -3.197 1.054 -2.045 -0.833
O -0.235 -5.216 2.865 2.388 -1.429 0.245 -0.674
H -0.738 -2.119 3.414 0.010 -0.512 -0.210 0.408
H 0.455 -3.296 3.947 0.084 0.939 0.269 0.407
H -2.436 -3.162 2.321 -0.126 -0.386 -0.259 0.370
H -2.359 -4.818 1.791 0.345 0.254 0.200 0.407
N 4.683 5.232 2.147 3.232 5.378 3.442 -0.799
C 4.146 4.343 1.440 -6.416 -3.121 -0.321 0.735
N 5.014 3.628 0.788 2.276 -2.453 -2.547 -0.822
O 2.919 4.116 1.500 0.869 -0.011 -0.681 -0.699
H 5.589 5.525 1.810 -0.127 0.566 0.658 0.376
H 4.122 5.857 2.709 0.145 -0.152 -0.319 0.413
H 5.967 3.656 1.123 -0.188 -0.409 -0.412 0.383
H 4.687 2.828 0.266 0.180 0.192 0.185 0.414
N -7.460 -2.267 -1.135 -3.464 2.665 4.806 -0.813
C -6.729 -2.704 -2.084 -0.893 -0.979 -1.104 0.738
N -7.290 -3.613 -2.822 -1.738 -3.429 -2.827 -0.832
O -5.647 -2.333 -2.299 6.010 2.036 -0.800 -0.666
H -7.133 -1.440 -0.657 -0.136 -0.214 -0.049 0.403
H -8.450 -2.461 -1.082 0.316 0.057 0.083 0.380
H -6.676 -4.038 -3.502 -0.507 0.003 0.001 0.408
H -8.269 -3.856 -2.773 0.446 -0.128 -0.109 0.383
C -2.658 3.283 5.922 -0.104 -1.245 -0.419 -0.647
C -3.241 2.854 4.556 1.017 1.031 -0.924 -0.065
O -2.205 2.270 3.708 -0.836 -0.451 0.667 -0.738
H -1.578 3.361 5.799 -0.041 0.613 -0.094 0.221
H -2.733 2.450 6.620 -0.330 0.092 0.238 0.209
H -3.113 4.180 6.341 0.106 -0.083 -0.077 0.214
H -3.583 3.725 3.997 -0.193 0.313 0.222 0.158
H -4.113 2.201 4.568 0.403 -0.378 0.315 0.179
H -1.682 2.987 3.341 -0.002 0.075 0.059 0.469
```
Positions in Å, forces in eV/Å.

=====

Entry 3:
DFT (ωB97M-V/def2-TZVPD) results for a cluster of 7 separate species, C7H26O6 in total at a distorted geometry.

Calculated values
**Total charge**: +1
**ΔE to the lowest compared entry with this formula, charge and spin**: 0.0 kcal/mol
**2S+1**: 2
**E_HOMO (spin up / spin down)**: -14.2 / -14.2 eV

Structure (XYZ):
```
39
Properties=species:S:1:pos:R:3:forces:R:3:nbo_charge:R:1
C -0.221 -0.527 -3.463 1.318 0.178 -0.150 -0.628
C 0.888 -0.688 -2.392 -1.401 0.055 0.403 -0.388
C 0.180 -1.025 -1.041 4.587 -3.541 1.197 -0.429
C -0.139 0.026 0.068 -1.977 -0.335 0.297 -0.550
C -2.396 0.487 1.006 -3.799 -0.381 2.018 -0.152
C -1.332 -0.372 0.898 1.548 -1.155 -0.380 0.361
C -1.407 -1.689 1.610 0.901 -0.152 -3.409 -0.711
H 0.277 -0.218 -4.366 0.135 -0.256 -0.756 0.233
H -0.705 -1.479 -3.620 -0.279 -0.211 -0.196 0.208
H -0.953 0.265 -3.349 -0.198 0.085 0.786 0.208
H 1.560 -1.559 -2.667 -0.752 1.209 0.326 0.234
H 1.446 0.232 -2.296 0.491 0.122 -0.092 0.206
H -0.479 -1.817 -1.345 -1.676 0.293 0.445 0.229
H 0.995 -1.846 -0.516 -1.943 2.481 -0.891 0.232
H -0.427 1.047 -0.254 0.957 -0.562 -0.495 0.226
H 0.684 0.019 0.816 -0.106 0.357 -0.517 0.343
H -3.262 0.245 1.660 0.966 -0.531 0.154 0.218
H -2.766 1.356 0.554 0.896 1.397 -1.632 0.247
H -2.251 -2.297 1.211 -0.189 0.634 0.622 0.289
H -1.395 -1.577 2.676 0.058 -0.152 0.566 0.301
H -0.563 -2.204 1.115 -0.020 -0.284 1.439 0.268
H 1.989 -1.244 2.071 0.011 -0.286 -0.287 0.492
H 1.982 -1.613 3.509 -0.858 -0.189 -0.472 0.485
O 1.364 -1.566 2.744 1.056 0.393 0.647 -0.981
H 3.043 0.249 0.848 0.784 -0.912 -0.554 0.497
H 3.817 -0.895 -0.030 0.276 0.062 -1.081 0.485
O 3.509 -0.632 0.818 -0.955 0.473 1.530 -1.007
H -3.822 -1.125 -0.939 -0.083 0.050 -0.107 0.454
H -2.734 -1.428 -1.967 1.401 0.477 -0.506 0.464
O -3.600 -1.662 -1.704 -1.311 -0.491 0.586 -0.907
H -0.982 2.115 1.350 0.202 1.686 0.314 0.474
H -0.749 3.712 1.457 0.109 0.474 1.082 0.508
O -1.123 3.005 0.949 -0.553 -1.743 -0.555 -0.929
H 2.499 1.352 2.492 0.501 0.906 0.800 0.511
H 1.984 2.156 1.142 0.604 1.308 -0.005 0.523
O 2.093 1.352 1.642 -1.066 -1.512 -0.681 -0.996
H 0.501 3.090 0.404 1.175 0.863 -1.734 0.471
H 1.179 3.312 -1.017 -0.124 -0.008 -0.091 0.488
O 1.318 3.443 -0.076 -0.686 -0.800 1.378 -0.976
```
Positions in Å, forces in eV/Å.